{
  "formula": "C32H72N7O6",
  "method": "ωB97M-V/def2-TZVPD",
  "lumo_ev": -2.2,
  "spin_multiplicity": 1,
  "mol_weight_g_mol": 651.0,
  "homo_energy_ev": -11.316,
  "de_lowest_kj_mol": 0.0,
  "total_charge": 1,
  "homo_lumo_gap_ev": 9.14,
  "species": ["C", "C", "C", "N", "C", "C", "C", "C", "C", "H", "H", "H", "H", "H", "H", "H", "H", "H", "H", "H", "H", "H", "H", "H", "H", "H", "H", "C", "C", "N", "H", "H", "H", "C", "C", "N", "H", "H", "H", "C", "C", "N", "H", "H", "H", "C", "C", "N", "H", "H", "H", "C", "C", "N", "H", "H", "H", "C", "C", "N", "H", "H", "H", "C", "C", "O", "H", "H", "H", "H", "H", "H", "C", "C", "O", "H", "H", "H", "H", "H", "H", "C", "C", "O", "H", "H", "H", "H", "H", "H", "C", "C", "O", "H", "H", "H", "H", "H", "H", "C", "C", "O", "H", "H", "H", "H", "H", "H", "C", "C", "O", "H", "H", "H", "H", "H", "H"],
  "xyz": [[1.1672, -0.1890, 2.7863], [0.8107, -0.8111, 1.3933], [-0.5378, -0.3107, 0.8841], [-0.7580, -0.5466, -0.6175], [-0.5890, -2.0684, -0.8245], [0.1000, 0.1121, -1.5452], [-0.6059, 0.3355, -2.8652], [-2.0282, 0.0130, -2.5575], [-2.1463, -0.1110, -1.0836], [1.1903, 0.8604, 2.7500], [2.1152, -0.4264, 2.9088], [0.6254, -0.5601, 3.3870], [0.7236, -1.7759, 1.5379], [1.6875, -0.6268, 0.8066], [-0.6055, 0.9332, 1.0819], [-1.3573, -0.7214, 1.4948], [-1.0470, -2.1444, -1.7907], [-1.2072, -2.5864, -0.2649], [0.3553, -2.5478, -0.6874], [1.1924, -0.1520, -1.6911], [0.4380, 1.1479, -1.1742], [-0.1865, -0.2206, -3.6526], [-0.5950, 1.3316, -3.2070], [-2.4893, -1.0075, -3.1203], [-2.6227, 0.7727, -3.0293], [-3.0135, -0.8126, -0.9062], [-2.2507, 0.9975, -0.7670], [-3.0786, -1.4819, 6.5918], [-1.9693, -1.8915, 5.6372], [-1.2156, -2.2760, 4.8639], [-3.6514, -0.5230, 6.4469], [-3.8756, -2.1698, 6.6686], [-2.6985, -1.3369, 7.5344], [-3.8660, 0.6748, -6.2123], [-4.9292, 1.6084, -5.6055], [-5.6581, 2.4108, -5.1155], [-3.7972, -0.2829, -5.6052], [-4.3418, 0.4977, -7.1869], [-2.9693, 1.3188, -6.2451], [2.4809, 4.0494, 5.6870], [3.0429, 3.2580, 4.6348], [3.4174, 2.5511, 3.8332], [2.8003, 5.0131, 5.6661], [1.4493, 4.3510, 5.4235], [2.4146, 3.7096, 6.7197], [-1.8396, 4.9899, 2.7524], [-0.5223, 4.0315, 2.9643], [0.4095, 3.4356, 3.0747], [-1.9007, 5.4998, 3.7553], [-1.6937, 5.6261, 1.9860], [-2.5411, 4.2115, 2.5055], [3.8672, -1.8359, -2.4695], [3.1935, -2.9873, -1.6677], [2.6469, -3.7385, -0.9940], [4.5789, -2.0970, -3.2639], [2.9385, -1.2045, -2.5881], [4.7102, -1.3483, -1.9942], [1.3778, -6.4284, 0.2415], [0.0376, -5.6810, 0.1694], [-0.9435, -5.0931, 0.0863], [1.8663, -6.0980, 1.1222], [1.3270, -7.5283, 0.4478], [1.8359, -6.3939, -0.6816], [-1.0004, -5.1978, -3.4124], [0.0304, -4.0790, -4.0099], [-0.6741, -3.1279, -4.5950], [-0.5203, -5.8971, -2.7791], [-1.6630, -5.8001, -4.0682], [-1.5802, -4.4330, -2.7279], [0.9408, -4.6253, -4.4815], [0.5191, -3.5913, -3.2021], [-0.0488, -2.6609, -5.1041], [3.0981, -0.1529, 6.4786], [3.6855, -1.3388, 7.1654], [4.4639, -0.9878, 8.2638], [2.7988, -0.4473, 5.3994], [3.8962, 0.6236, 6.3561], [2.3561, 0.4209, 7.1194], [4.5450, -1.9424, 6.6868], [2.8515, -2.0501, 7.3358], [5.3093, -0.6253, 8.0052], [2.1788, 3.5855, 0.2946], [2.7478, 3.2005, -1.1575], [2.8956, 1.7880, -1.2341], [1.4694, 2.8668, 0.1418], [1.9309, 4.6397, 0.0842], [2.7582, 3.0292, 1.0581], [3.5996, 3.8574, -1.6354], [2.0965, 3.4591, -1.9897], [3.3961, 1.6018, -2.0403], [-3.0167, 1.6306, 3.8895], [-3.8130, 1.0602, 2.7762], [-3.6099, 1.8375, 1.6259], [-3.6136, 2.6881, 4.2539], [-2.1454, 2.0049, 3.5562], [-3.0769, 0.9718, 4.6588], [-5.0013, 0.9543, 2.7647], [-3.6181, -0.0972, 2.5456], [-4.1964, 1.4812, 0.9390], [0.8883, -3.0174, -7.4552], [1.4465, -1.7067, -7.0153], [1.1843, -1.4871, -5.6739], [-0.1316, -2.9159, -7.5440], [1.3370, -3.5771, -6.7364], [1.2312, -3.6229, -8.4243], [0.8684, -1.0210, -7.5917], [2.5590, -1.6322, -7.3138], [1.4934, -0.6189, -5.5167], [-1.0755, 5.1976, -1.1740], [-1.2375, 3.6462, -1.6139], [-2.4447, 3.5052, -2.3203], [-1.1283, 5.7751, -2.0318], [-0.3785, 5.1636, -0.1948], [-1.9890, 5.4046, -0.5830], [-1.1466, 2.9394, -0.9512], [-0.2963, 3.3846, -2.2599], [-2.4381, 4.2102, -2.9914]],
  "forces_ev_per_angstrom": [[3.02, 4.19, -9.87], [-0.14, 4.81, 0.56], [0.64, 4.46, 0.31], [-0.76, -2.82, 2.25], [0.41, 2.77, -3.05], [4.50, 4.48, -0.73], [-0.06, -0.80, 0.62], [-2.11, -3.56, -3.35], [-0.91, 1.72, 0.18], [-0.52, 1.52, 0.07], [4.48, -1.43, 1.10], [-7.27, -4.58, 8.68], [-0.21, -5.15, 0.62], [0.06, 0.30, -1.11], [0.12, -3.29, -0.82], [0.13, -0.14, -0.74], [0.61, -0.78, -1.03], [-3.27, -2.04, 3.41], [1.07, 0.67, -0.28], [-1.52, -1.26, 0.59], [-1.30, -1.14, 0.19], [0.38, -1.16, -0.94], [0.48, 1.45, 0.02], [1.68, 2.40, 1.44], [-0.74, 0.47, 0.50], [1.30, 0.88, 0.96], [-0.17, -2.07, 0.51], [0.00, 1.26, -2.07], [-2.17, 0.68, 0.83], [0.25, 0.12, -0.03], [1.15, -0.63, -0.86], [-0.46, -1.38, -0.22], [1.23, -0.01, 2.30], [-2.18, 0.91, 1.11], [-1.39, 2.11, 1.93], [2.74, -3.20, -1.97], [0.14, 1.35, -0.82], [0.92, -0.34, -0.01], [-0.18, -0.87, -0.22], [-2.78, -0.42, 0.19], [-0.56, 0.23, 1.57], [0.85, -1.06, -1.50], [2.13, 2.74, 0.21], [-0.06, -1.03, -0.16], [0.57, -0.57, -0.33], [2.93, -4.11, 4.20], [-6.45, 5.33, -1.42], [4.15, -3.01, 0.59], [-0.60, -0.57, -1.25], [0.71, 2.14, -2.50], [-0.99, 0.29, 0.25], [-1.25, -1.16, 1.19], [2.09, 1.61, -0.98], [-0.15, 0.00, -0.15], [-1.70, -0.79, -1.04], [1.71, -0.09, -0.84], [-0.71, 0.48, 1.79], [-3.18, -1.20, 1.57], [1.77, -1.52, 0.02], [-0.04, 0.18, 0.05], [1.04, 0.95, 0.25], [-1.00, 0.79, -0.20], [1.42, 0.85, -1.64], [-0.22, 3.68, 0.49], [1.24, -5.56, 2.29], [-2.67, 1.02, -1.93], [0.73, -0.51, 0.76], [0.47, 1.03, -0.10], [0.33, -2.13, -1.15], [-1.62, 0.99, -0.59], [0.65, -0.19, 1.70], [0.76, 1.62, -1.11], [0.58, 1.57, -1.72], [1.89, -1.85, -1.28], [-0.84, 0.55, 3.03], [-0.18, 0.73, 1.90], [-0.39, -0.62, -0.18], [0.30, -1.23, -0.96], [-2.15, 0.65, -1.30], [0.76, 0.21, 0.89], [-0.01, 0.01, -0.39], [2.86, -0.70, -3.70], [1.40, 1.99, -0.96], [0.80, -0.20, -0.16], [-3.61, -1.01, 0.52], [-0.08, -0.50, 1.64], [0.36, 1.79, 0.08], [-0.23, -1.59, 1.82], [-1.43, 0.24, 0.46], [-0.04, -0.06, 0.29], [-5.92, 3.84, 0.10], [-3.13, -3.17, -2.10], [0.49, 0.22, -1.27], [1.48, -2.87, -0.78], [3.47, 0.48, -0.87], [0.70, -1.64, 2.55], [2.15, 0.57, 1.55], [0.54, 2.12, 0.60], [0.32, 0.43, 0.21], [2.30, -0.84, -3.02], [1.83, 0.48, -3.70], [-0.04, -1.16, 0.81], [-2.40, -0.54, 0.50], [-0.04, -2.89, 2.49], [-0.27, 2.24, 1.64], [0.12, 1.42, -0.50], [-1.51, 0.08, 0.78], [0.34, 1.38, 0.67], [-0.72, -4.70, 5.24], [1.95, 5.40, -4.79], [0.11, -0.08, -0.57], [1.14, 1.64, -1.25], [-0.32, 0.94, -3.08], [-0.14, -0.02, -0.68], [-0.21, -3.37, 4.52], [-1.43, 0.63, 0.42], [-0.34, -0.50, 0.25]]
}